(1)
Formula: C36H56O25
Source: OMol25
Level of theory: ωB97M-V/def2-TZVPD

Output
- SMILES = C[C@H]1COC(=O)O1.C[C@H]1COC(=O)O1.C[C@H]1COC(=O)O1.C[C@H]1COC(=O)O1.C[C@H]1COC(=O)O1.C[C@H]1COC(=O)O1.C[C@H]1COC(=O)O1.C[C@H]1COC(=O)O1.C1CCOC1
- LUMO level (eV) = 0.13
- orbital gap (eV) = 9.765
- electronic energy (eV) = -89422.654
- largest force on an atom (eV Å⁻¹) = 5.554

CARTESIAN COORDINATES (ANGSTROEM)
C  18.4221  8.3742  -34.4628
C  17.7737  9.2780  -35.4527
C  18.8169  10.4248  -35.5182
O  20.0708  9.7752  -35.2876
C  19.9349  8.4753  -34.6947
H  18.1787  7.3160  -34.5582
H  18.1314  8.6646  -33.4532
H  16.7372  9.4987  -35.1977
H  17.7840  8.8122  -36.4381
H  18.7517  11.2310  -34.7875
H  18.8745  10.7303  -36.5629
H  20.4346  8.3908  -33.7297
H  20.2233  7.7192  -35.4250
C  27.6971  9.3526  -33.1228
C  28.1960  7.9052  -33.4147
C  29.0189  7.3212  -32.2198
O  28.5149  5.9855  -32.0181
C  27.4043  5.8520  -32.8002
O  26.7624  4.7773  -32.8780
O  27.1116  7.0494  -33.5674
H  26.9280  9.7784  -33.7672
H  28.5999  9.9407  -33.2877
H  27.3003  9.4526  -32.1125
H  28.6141  7.9125  -34.4213
H  29.0375  7.9843  -31.3549
H  30.0535  7.1371  -32.5096
C  19.9563  8.3565  -23.0214
C  20.5100  7.4276  -24.1158
C  20.4624  7.8596  -25.5914
O  21.7817  7.8203  -26.0516
C  22.5465  7.3370  -25.1328
O  23.6941  6.9060  -25.2938
O  21.8681  7.3166  -23.9290
H  20.7011  9.1108  -22.7673
H  19.9214  7.8898  -22.0370
H  19.0191  8.7189  -23.4437
H  20.1237  6.4229  -23.9442
H  19.8467  8.7397  -25.7770
H  19.9172  7.1211  -26.1791
C  10.8397  6.1740  -37.3119
C  10.6306  6.3385  -35.7843
C  9.1760  5.9356  -35.3264
O  9.3605  4.5002  -35.4282
C  10.6213  4.2133  -34.9656
O  11.0032  3.1387  -34.4783
O  11.3559  5.3738  -35.0865
H  11.1778  5.1961  -37.6549
H  11.5030  6.9326  -37.7275
H  9.9069  6.3798  -37.8371
H  10.9513  7.3731  -35.6624
H  8.4284  6.2282  -36.0636
H  9.0156  6.3919  -34.3496
C  13.7306  14.9446  -34.8079
C  13.1321  14.6719  -33.3609
C  11.9452  13.7190  -33.1127
O  12.3131  12.9699  -31.9694
C  13.6194  13.0005  -31.8940
O  14.2246  12.2087  -31.1396
O  14.1267  13.9379  -32.6852
H  14.7248  15.3908  -34.7836
H  13.0686  15.6657  -35.2873
H  13.7411  14.0476  -35.4271
H  13.0700  15.6135  -32.8154
H  11.6594  13.1412  -33.9917
H  11.0596  14.3069  -32.8720
C  24.0378  9.0742  -41.2318
C  25.5145  8.6743  -41.5466
C  25.6691  7.5678  -42.5393
O  26.5246  8.0322  -43.5651
C  26.8133  9.3448  -43.3709
O  27.4716  9.9772  -44.1526
O  26.2562  9.7528  -42.1539
H  24.0656  10.1432  -41.0208
H  23.6417  8.2918  -40.5844
H  23.5958  8.9141  -42.2152
H  26.1921  8.4312  -40.7282
H  24.6952  7.2160  -42.8796
H  25.9432  6.6164  -42.0835
C  23.1491  20.8733  -43.8621
C  21.8939  20.9583  -42.9530
C  20.5748  20.4664  -43.6496
O  20.2332  19.4411  -42.8497
C  21.0362  19.2247  -41.8702
O  20.8393  18.4103  -41.0676
O  22.0796  20.0695  -41.8697
H  23.3555  19.8030  -43.8626
H  23.9812  21.3950  -43.3894
H  22.9640  21.1103  -44.9098
H  21.7918  21.9674  -42.5536
H  20.7677  20.0677  -44.6455
H  19.9707  21.3731  -43.6826
C  18.4035  -1.0881  -33.6729
C  19.0239  -2.4350  -33.3574
C  20.4578  -2.2391  -32.7105
O  20.4588  -3.3334  -31.7516
C  19.1525  -3.7085  -31.4565
O  18.7699  -4.4132  -30.5317
O  18.3320  -3.0714  -32.3349
H  17.3548  -1.2458  -33.9249
H  18.9456  -0.8277  -34.5819
H  18.5477  -0.3824  -32.8547
H  18.8406  -3.0603  -34.2312
H  20.8243  -1.2838  -32.3348
H  21.2349  -2.4252  -33.4518
C  23.3225  14.8110  -30.3628
C  23.8921  15.3744  -29.1453
C  23.2048  15.0091  -27.7939
O  24.1855  14.3409  -26.9928
C  25.3697  14.3591  -27.7602
O  26.4178  13.8073  -27.4095
O  25.0948  14.6700  -28.9751
H  23.7773  15.0023  -31.3347
H  22.3179  15.2095  -30.5045
H  23.2233  13.7259  -30.3931
H  24.2240  16.4112  -29.0899
H  22.3979  14.3613  -28.1364
H  22.7482  15.8803  -27.3242

Cartesian forces, eV/Å:
C 0.25 -1.56 0.99
C 0.42 0.41 -0.41
C 0.16 -1.15 -0.48
O 0.94 -0.14 0.23
C -1.79 1.04 -0.22
H -0.50 -0.01 -0.05
H 0.21 0.10 0.13
H 0.17 0.40 0.02
H -0.14 -0.05 -0.10
H -0.54 0.12 -0.20
H -0.13 0.83 0.24
H 0.52 0.05 -0.31
H 0.45 -0.03 0.17
C 0.74 -0.57 -0.03
C -0.77 1.93 0.27
C 1.21 -0.15 -1.61
O -1.70 1.33 -0.85
C -2.49 -3.13 -1.09
O 2.39 4.78 0.19
O -0.32 -4.02 2.40
H 0.09 -0.59 -0.43
H -0.09 0.50 0.46
H 0.34 -0.04 0.13
H 1.08 0.01 0.33
H -0.57 -0.45 0.25
H 0.10 0.40 -0.01
C 0.63 -0.22 -0.72
C -0.53 0.19 0.88
C -2.73 -0.93 -0.12
O -0.68 1.35 -1.71
C 4.05 -2.30 1.96
O -3.32 1.59 0.60
O 3.26 -0.56 -0.29
H -0.21 0.66 -0.86
H -0.82 -0.62 -0.32
H -0.15 0.41 0.86
H -0.52 -0.03 -0.39
H 1.01 0.78 0.05
H 0.01 -0.32 0.06
C -0.53 0.21 -0.49
C -1.63 0.04 -2.10
C 2.00 0.64 -1.95
O -0.11 -0.13 1.46
C 0.57 -1.73 1.36
O -1.24 3.98 -2.08
O 1.26 -1.48 1.12
H 0.02 -0.04 0.35
H 0.37 -0.14 0.30
H -0.23 -0.13 0.05
H -0.04 -0.27 1.38
H -0.04 -0.10 0.31
H -0.39 -0.85 0.31
C -1.71 -0.03 0.92
C 1.21 -0.16 -1.20
C -1.41 2.00 -0.79
O -1.56 0.04 -0.99
C 2.83 -3.23 3.26
O -1.26 2.94 -2.60
O 2.01 -0.78 0.79
H -0.09 -0.17 0.41
H 0.00 0.04 -0.18
H 0.06 -0.09 0.21
H -0.49 0.13 -0.15
H 0.46 -0.58 0.16
H -0.05 -0.10 0.16
C 2.34 -0.84 -1.67
C 0.95 0.63 0.65
C -1.26 -1.69 -0.02
O -0.22 -0.14 0.22
C 0.10 0.23 0.19
O -1.02 -0.38 1.54
O 0.37 0.42 -2.11
H -0.62 -0.35 0.78
H -0.28 0.78 0.54
H -0.58 0.38 0.09
H -0.80 0.03 0.80
H -0.27 0.73 -1.03
H 1.31 0.21 0.04
C -0.87 -0.82 0.77
C 1.22 0.82 -1.73
C 2.93 2.32 -0.96
O -3.69 -1.12 -1.02
C 1.39 0.75 1.10
O -0.12 -2.34 2.31
O -0.11 0.20 -0.12
H 0.41 -0.08 -0.07
H 0.02 0.05 -0.42
H 0.04 0.60 0.20
H -0.17 -0.03 0.06
H -0.07 0.31 -0.17
H -1.00 -0.66 0.05
C 0.20 -0.85 -0.32
C 0.54 2.02 0.68
C -0.14 -2.30 -1.68
O -0.69 0.20 0.51
C -0.27 -0.09 1.37
O 1.42 1.73 -2.67
O -0.75 -1.23 1.80
H -0.02 0.32 0.08
H -0.17 0.79 -0.01
H -0.13 0.07 -0.23
H 1.20 -0.18 -0.22
H -1.17 0.15 0.79
H -0.01 -0.62 -0.09
C -2.20 0.09 -2.17
C 1.38 0.09 2.13
C -1.06 -0.01 -1.28
O 0.84 1.34 -1.11
C 1.84 -4.42 2.81
O -2.81 2.24 -0.40
O 1.98 0.50 -1.64
H 0.71 0.58 0.39
H -0.30 -0.03 0.06
H 0.07 -0.06 0.80
H -0.70 0.34 -0.84
H -0.10 -0.56 0.86
H 0.36 -0.11 0.35

***

(2)
Formula: C5H10NO
Source: OMol25
Level of theory: ωB97M-V/def2-TZVPD

Output
- LUMO level (eV) = -4.11
- net charge = +1
- orbital gap (eV) = 7.544
- electronic energy (eV) = -8871.902
- largest force on an atom (eV Å⁻¹) = 6.388

CARTESIAN COORDINATES (ANGSTROEM)
C  2.1613  -0.2116  -0.0440
C  2.7171  -1.3837  0.1061
C  -0.5136  1.2050  -0.4960
C  0.7890  1.5917  0.3588
C  -0.6331  -0.2335  -0.7225
N  -1.7057  -0.8766  0.2122
O  1.8930  0.9821  -0.2861
H  3.6319  -1.6896  0.5371
H  2.1700  -2.2545  -0.0612
H  -1.3008  1.6938  0.1517
H  -0.1849  1.8027  -1.3569
H  0.8732  2.6205  0.3445
H  0.6098  1.1933  1.4165
H  -0.7865  -0.4738  -1.7169
H  -2.3311  -1.4175  -0.2582
H  -2.1629  0.0923  0.5694
H  -1.1082  -1.4057  0.8368

Cartesian forces, eV/Å:
C -1.18 -1.06 -0.62
C -0.54 1.76 0.19
C 1.69 1.14 1.16
C -2.46 -2.68 2.19
C 0.93 0.07 1.48
N 2.64 5.73 1.02
O 1.30 -0.50 0.31
H 1.34 0.78 0.48
H -1.38 -1.02 -0.73
H 0.30 -0.13 -1.03
H -1.39 -0.34 -0.48
H 0.80 2.01 -0.02
H 0.90 0.51 -1.35
H -0.52 -0.85 -1.70
H -2.36 -1.99 -1.58
H 0.81 -3.50 -0.07
H -0.86 0.08 0.74

***

(3)
Formula: C10H20Cl10
Source: OMol25
Level of theory: ωB97M-V/def2-TZVPD

Output
- LUMO level (eV) = 0.24
- orbital gap (eV) = 8.268
- electronic energy (eV) = -135907.621
- largest force on an atom (eV Å⁻¹) = 8.849

CARTESIAN COORDINATES (ANGSTROEM)
Cl  -3.8219  3.5912  -15.4376
C  -5.1550  4.7076  -14.9759
C  -4.6811  5.9647  -14.3534
Cl  -3.5015  5.7718  -13.0483
H  -5.6288  4.0385  -14.2576
H  -5.8089  4.8663  -15.8335
H  -5.5627  6.3778  -13.8633
H  -4.2702  6.6642  -15.0814
Cl  -4.2290  4.5174  -17.8101
C  -5.9713  4.4648  -18.3135
C  -6.9105  4.6307  -17.1287
Cl  -6.9422  3.1784  -16.0485
H  -6.0117  3.4684  -18.7537
H  -6.0847  5.1925  -19.1171
H  -7.9550  4.7188  -17.4275
H  -6.7386  5.5833  -16.6275
Cl  -9.0407  7.0447  -11.1095
C  -8.5423  6.3273  -12.6935
C  -7.5360  7.2282  -13.3573
Cl  -7.0207  6.6506  -14.9769
H  -9.3552  6.2879  -13.4186
H  -8.2110  5.3703  -12.2904
H  -6.6717  7.3294  -12.7009
H  -7.9521  8.2122  -13.5730
Cl  -2.5963  5.3481  -16.1362
C  -3.1431  6.8504  -16.9816
C  -2.3768  8.0807  -16.3892
Cl  -2.7841  8.2255  -14.5950
H  -4.2237  6.9604  -16.8904
H  -3.0297  6.6310  -18.0432
H  -2.6015  9.0452  -16.8445
H  -1.3004  7.9105  -16.4129
Cl  -0.9195  2.6529  -15.4300
C  -1.3576  2.8774  -13.7498
C  -1.7245  4.3360  -13.4295
Cl  -2.2696  4.4942  -11.7050
H  -0.4407  2.6907  -13.1907
H  -2.1383  2.1929  -13.4181
H  -2.5525  4.6416  -14.0691
H  -0.9101  5.0441  -13.5824

Cartesian forces, eV/Å:
Cl -3.27 -6.07 3.60
C 1.56 -1.20 1.27
C 0.46 1.07 0.90
Cl -7.00 5.31 -1.05
H -0.23 0.75 0.14
H 2.22 0.17 1.71
H 2.05 -0.28 0.30
H -0.85 -0.25 0.66
Cl -2.68 -0.14 -3.64
C 0.70 -1.09 -0.37
C -1.39 -0.51 -1.83
Cl -1.49 -0.61 -1.44
H -0.65 0.12 0.02
H -0.35 0.17 0.34
H 0.08 -0.11 -0.52
H -0.04 -0.67 -0.49
Cl -0.20 0.42 -0.49
C -0.40 0.10 0.16
C 0.49 0.55 0.43
Cl -4.11 1.70 -0.27
H -0.46 -0.53 0.67
H 0.30 -0.09 -1.13
H 0.29 0.14 -0.29
H -0.07 -0.13 0.37
Cl 3.98 6.13 -2.02
C 1.59 1.41 0.40
C -0.39 -0.79 0.19
Cl 0.85 1.07 -1.23
H 0.08 -0.06 0.47
H 0.69 0.62 0.07
H -0.22 -0.20 -0.03
H -0.18 -0.01 -0.08
Cl 0.16 -0.16 -0.59
C 1.10 0.79 1.98
C 1.80 -2.39 -0.76
Cl 3.83 -3.25 2.05
H -0.12 -0.56 0.03
H 0.00 0.08 -0.36
H 1.72 -1.26 0.71
H 0.15 -0.22 0.15

***

(4)
Formula: C6H15N3O2
Source: OMol25
Level of theory: ωB97M-V/def2-TZVPD

Output
- SMILES = CCN(CC)C(N)(N)C(=O)O
- LUMO level (eV) = 0.89
- orbital gap (eV) = 9.562
- electronic energy (eV) = -15029.655
- largest force on an atom (eV Å⁻¹) = 3.298

CARTESIAN COORDINATES (ANGSTROEM)
C  -0.6463  1.7565  2.0212
C  2.0689  -1.4015  -0.0075
C  -0.5839  0.6151  -2.2652
C  1.3214  -0.3262  0.7418
C  0.1897  1.0098  -1.0126
C  -1.0268  0.4424  1.1299
N  -2.3331  0.6504  0.5370
N  -1.1463  -0.6994  2.0466
N  0.0199  0.0848  0.1093
O  -0.4552  1.5704  3.3437
O  -0.5755  2.7758  1.4138
H  1.3712  -2.2289  -0.3227
H  2.4880  -0.8462  -0.8180
H  2.9627  -1.8560  0.4494
H  -0.2453  -0.3418  -2.7636
H  -1.5954  0.4476  -1.9290
H  -0.6353  1.4186  -3.0066
H  1.9333  0.5945  0.7956
H  1.2348  -0.6388  1.7158
H  -0.2287  1.9037  -0.6890
H  1.2183  1.0275  -1.1117
H  -2.2678  -0.0991  -0.2062
H  -2.5821  1.5109  0.0951
H  -2.1485  -0.8605  2.1663
H  -0.4716  -1.4381  1.8242
H  -0.7170  0.6969  3.6968

Cartesian forces, eV/Å:
C -0.89 -2.99 -1.08
C -0.39 -0.70 -0.72
C 0.36 -1.15 -0.50
C 0.06 1.69 -1.58
C -1.57 -1.78 0.20
C 1.12 0.33 1.19
N 0.62 -2.55 -0.93
N 0.09 0.82 -0.02
N -0.39 -1.19 1.70
O 0.12 1.11 -0.22
O 0.44 1.39 0.70
H 0.78 0.92 0.06
H 0.15 -0.37 -1.42
H -0.57 0.34 0.55
H -0.16 1.06 0.59
H -0.41 -0.12 -0.26
H 0.27 -0.08 0.10
H 0.13 -0.33 0.07
H -0.87 -0.47 2.42
H -0.09 2.16 0.35
H 2.07 0.77 -0.88
H -0.93 1.12 0.91
H 0.55 0.78 -0.04
H 0.76 -0.83 -0.19
H -1.34 0.05 0.13
H 0.09 0.02 -1.16